ORCA calculation (wB97M-V/def2-TZVPD) on 3 unconnected molecules or ions with the total composition C8H8Cl4O4.

Computed properties:
* orbital gap (spin up / spin down): 0.2366 / 0.1430 Eh
* net charge: +1
* spin multiplicity: 2

Positions of all 24 atoms, in Å:
C (-25.49578, -17.20466, -14.13718)
C (-26.29838, -17.90177, -13.27904)
C (-27.60805, -17.38313, -12.68645)
O (-28.35309, -17.98576, -11.92211)
C (-28.01791, -16.08863, -13.21748)
C (-27.27510, -15.31328, -14.00714)
C (-25.86774, -15.78437, -14.45317)
O (-25.04412, -15.14639, -15.12877)
O (-27.61784, -14.01472, -14.34251)
O (-25.90867, -19.14325, -12.76522)
H (-24.59493, -17.72024, -14.43557)
H (-28.89357, -15.57123, -12.85429)
H (-27.19107, -13.79956, -15.17508)
H (-26.54007, -19.35956, -12.07519)
C (-25.99172, -12.51333, -11.20228)
Cl (-25.15170, -14.04702, -11.52155)
Cl (-27.75159, -12.72429, -11.54106)
H (-25.78709, -12.12735, -10.20365)
H (-25.57077, -11.84520, -11.95361)
C (-22.24792, -13.93281, -13.73350)
Cl (-21.36526, -15.39436, -13.13465)
Cl (-21.18353, -12.45340, -13.53680)
H (-22.36707, -14.07799, -14.80720)
H (-23.21751, -13.82211, -13.24797)

---

ORCA calculation (wB97M-V/def2-TZVPD) on 4 unconnected molecules or ions with the total composition C8H8Cl9N.

Computed properties:
* orbital gap (spin up / spin down): 0.2729 / 0.1138 Eh
* net charge: +1
* spin multiplicity: 2

Positions of all 26 atoms, in Å:
N (-1.48504, -0.91449, 0.13522)
C (-1.71739, 0.37094, -0.32950)
C (-2.86138, 0.72348, -1.06702)
C (-3.88056, -0.26306, -1.22944)
C (-3.73129, -1.52002, -0.61235)
C (-2.51308, -1.81167, 0.00668)
H (-0.87162, 1.04093, -0.28255)
H (-3.00967, 1.72828, -1.43415)
H (-4.80001, -0.05482, -1.75638)
H (-4.52688, -2.23532, -0.75994)
H (-2.27068, -2.77796, 0.42373)
C (0.62406, -2.61793, -2.04811)
Cl (1.75453, -3.87346, -2.57519)
Cl (-0.38279, -1.97013, -3.33570)
Cl (1.60569, -1.39485, -1.19227)
H (-0.10414, -2.98169, -1.32319)
C (4.34747, 3.87724, 1.29399)
Cl (3.79795, 4.71160, 2.70018)
Cl (6.08805, 4.29615, 1.06455)
Cl (3.28745, 4.49045, -0.04660)
H (4.27739, 2.80388, 1.47031)
C (1.20796, -0.41772, 2.09035)
Cl (2.07290, 0.98714, 1.41026)
Cl (-0.04559, 0.19778, 3.24814)
Cl (2.38365, -1.46031, 2.90361)
H (0.75296, -0.93446, 1.24533)

---

ORCA calculation (wB97M-V/def2-TZVPD) on a molecular structure, C8H8ClIN5.

Computed properties:
* orbital gap: 0.2995 Eh
* net charge: +1

Positions of all 23 atoms, in Å:
C (-3.12014, -2.50582, 0.23556)
C (-3.41186, -1.13542, 0.01118)
C (-1.76327, -2.58691, 0.23796)
C (2.29012, -1.04557, -0.07130)
C (2.56295, 0.29209, -0.02265)
C (-0.01238, -0.94947, -0.05744)
C (0.30576, 1.02189, -0.12772)
C (2.02156, 2.70048, 0.02613)
N (-2.31783, -0.43203, -0.10945)
N (1.04779, -1.59486, -0.05826)
N (-1.29160, -1.30732, 0.02362)
N (1.58867, 1.30905, -0.05017)
N (-0.75086, 1.76472, -0.24118)
Cl (3.53303, -2.21943, -0.12443)
I (4.58679, 0.85678, 0.08450)
H (-3.82229, -3.30127, 0.37367)
H (-4.37360, -0.66813, -0.06376)
H (-1.08657, -3.40655, 0.36738)
H (2.52942, 2.88192, 0.97459)
H (2.70598, 2.93548, -0.78837)
H (1.16414, 3.36419, -0.03899)
H (-1.64650, 1.25173, -0.25055)
H (-0.73929, 2.77446, -0.33032)

---

ORCA calculation (wB97M-V/def2-TZVPD) on C8H8ClN3 in the gas phase.

Computed properties:
* orbital gap: 0.3191 Eh
* energy above the lowest of the compared OMol25 structures with the same formula, charge and spin: 3.948 eV

Positions of all 20 atoms, in Å:
H (-2.46817, -0.23916, 0.01955)
N (-2.51240, -1.20492, 0.46055)
C (-2.28389, -1.33926, 1.67733)
C (-1.77291, -0.39935, 2.58580)
C (-0.66730, 0.26346, 2.34122)
C (0.05692, -0.04171, 1.13956)
C (0.60270, 0.88536, 0.30218)
Cl (0.43084, 2.63459, 0.57482)
N (1.19341, 0.54575, -0.93487)
C (1.70080, 1.31305, -1.92431)
C (1.94403, 0.50659, -3.05834)
C (1.57582, -0.79460, -2.55574)
N (1.21318, -0.77493, -1.26273)
H (-2.56368, -2.26731, 2.18626)
H (-2.22615, -0.18974, 3.58200)
H (-0.28364, 1.01761, 3.01150)
H (0.17463, -1.09266, 0.90505)
H (1.87557, 2.34472, -1.93316)
H (2.43752, 0.67141, -4.00962)
H (1.57272, -1.83890, -3.10705)

---

ORCA calculation (wB97M-V/def2-TZVPD) on 2 unconnected molecules or ions with the total composition C8H8ClNO.

Computed properties:
* orbital gap: 0.3247 Eh
* energy above the lowest of the compared OMol25 structures with the same formula, charge and spin: 1.895 eV

Positions of all 19 atoms, in Å:
C (-1.65410, 0.27699, -1.28844)
C (-2.68614, -0.03641, -0.51240)
Cl (-3.94581, 1.09136, -0.12247)
C (-2.81657, -1.31023, 0.08782)
N (-2.88886, -2.34409, 0.57537)
H (-1.54959, 1.25645, -1.71989)
H (-0.88956, -0.45197, -1.49769)
C (1.20969, -1.77962, 0.28303)
C (1.33152, -0.29926, 0.38527)
C (2.23088, 0.59348, -0.11974)
C (1.78565, 1.88105, 0.27682)
C (0.64814, 1.67815, 0.99025)
O (0.36367, 0.36413, 1.06357)
H (1.12960, -2.09520, -0.75707)
H (0.31878, -2.10039, 0.81569)
H (2.08094, -2.27011, 0.71395)
H (3.10330, 0.37847, -0.70208)
H (2.25110, 2.81802, 0.04061)
H (-0.02262, 2.34916, 1.48740)

---

ORCA calculation (wB97M-V/def2-TZVPD) on a molecular structure, C8H8EuNO6.

Computed properties:
* orbital gap (spin up / spin down): 0.1867 / 0.1895 Eh
* net charge: +1
* spin multiplicity: 8
* energy above the lowest of the compared OMol25 structures with the same formula, charge and spin: 0.000 eV

Positions of all 24 atoms, in Å:
O (0.28714, -0.08488, -5.85180)
C (-0.23852, -0.11181, -4.84407)
Eu (0.26323, -0.14545, -1.54008)
O (2.68763, -0.10151, -4.33749)
C (1.84258, -0.14007, -3.54284)
C (-2.27138, -0.13456, -1.95314)
O (-3.35660, -0.14659, -1.48743)
C (-0.53701, -2.41014, -2.48777)
O (-0.93917, -3.48285, -2.46998)
C (-0.54537, 2.07069, -2.58649)
O (-0.98355, 3.12953, -2.59757)
H (-1.98055, -0.11692, -3.10365)
C (1.79137, -0.36646, 3.11057)
N (0.43732, 0.16240, 2.91620)
C (-0.37449, 0.56912, 4.06432)
C (-0.10221, 0.24279, 1.72390)
O (0.52618, -0.12502, 0.68864)
H (1.94582, -0.32306, 4.19113)
H (2.53425, 0.26242, 2.59870)
H (1.86280, -1.40687, 2.75920)
H (-0.65647, 1.62703, 3.96973)
H (-1.29652, -0.02748, 4.10534)
H (0.22807, 0.41030, 4.95811)
H (-1.12455, 0.64940, 1.71648)

---

ORCA calculation (wB97M-V/def2-TZVPD) on a gas-phase ion, C8H8FN2O2S (charge +1).

Computed properties:
* orbital gap (spin up / spin down): 0.2641 / 0.2472 Eh
* net charge: +1
* energy above the lowest of the compared OMol25 structures with the same formula, charge and spin: 2.955 eV

Positions of all 22 atoms, in Å:
C (1.07236, 1.77931, 1.56724)
C (2.07979, 0.75932, 1.47102)
C (-0.15077, 1.66806, 0.88493)
C (1.79940, -0.31835, 0.66052)
C (-1.90366, -0.64464, -1.35195)
C (-0.35147, 0.60336, -0.00012)
C (0.65321, -0.36009, -0.19652)
C (-2.74493, 1.20069, -0.20956)
N (-1.67324, 0.28553, -0.53175)
N (0.60457, -1.13765, -1.21419)
O (2.58984, -2.53261, -1.56177)
O (0.32917, -3.48530, -2.04176)
F (1.13117, -3.04650, 0.28318)
S (1.21469, -2.67328, -1.29649)
H (1.00969, 2.73960, 2.00938)
H (2.82730, 0.83993, 2.24271)
H (-0.75556, 2.51459, 0.97714)
H (2.63260, -0.99622, 0.49112)
H (-0.95347, -1.36144, -1.61548)
H (-3.61103, 0.62600, -0.69739)
H (-2.94299, 1.40500, 0.84457)
H (-2.85667, 2.13468, -0.71484)

---

ORCA calculation (wB97M-V/def2-TZVPD) on C8H8FNO in the gas phase.

Computed properties:
* orbital gap (spin up / spin down): 0.2643 / 0.2877 Eh
* energy above the lowest of the compared OMol25 structures with the same formula, charge and spin: 5.574 eV

Positions of all 19 atoms, in Å:
C (0.02503, 0.69055, -2.04054)
C (-0.51119, 1.05894, 0.84610)
C (-1.19416, 0.91292, -2.37415)
C (-0.00144, -2.46442, 1.84333)
C (-0.47124, -1.20772, 1.65190)
C (1.09155, -0.42230, -0.13723)
C (1.01721, 0.87513, -0.97921)
C (0.27863, 1.82665, -0.06129)
N (-0.01311, -0.29831, 0.78852)
O (-1.43442, 1.43630, 1.53262)
F (0.16850, 3.12914, -0.32772)
H (-1.89783, 1.47563, -1.95327)
H (-1.59479, 0.38014, -3.26763)
H (-0.31466, -3.21287, 2.55527)
H (0.85462, -2.77650, 1.20678)
H (-1.10561, -0.83806, 2.50763)
H (1.01699, -1.34932, -0.92031)
H (2.01359, -0.34567, 0.30935)
H (2.07235, 1.12977, -1.18015)

---

no.,calculated total energy (a.u.)
1,-2450.9672
2,-4505.7199
3,-1340.9944
4,-933.9955
5,-899.7676
6,-1525.8247
7,-1067.2070
8,-539.3048